[1]
Here is a structure of composition C4H10NOP in a non-equilibrium geometry from the OMol25 dataset. Energies are from wB97M-V/def2-TZVPD.

```
17
C4H10NOP wB97M-V/def2-TZVPD
C -0.522 0.830 0.238
C -2.795 0.597 0.212
C 1.233 -1.115 -0.719
C 1.104 -0.311 0.578
N -1.485 0.201 0.542
O 0.022 -1.837 -0.881
P 2.464 0.905 0.760
H -0.324 1.849 -0.237
H -3.586 0.223 0.885
H -2.947 0.335 -0.845
H -2.802 1.739 0.271
H 1.979 -1.914 -0.677
H 1.415 -0.579 -1.593
H 0.664 -0.816 1.433
H -0.389 -1.731 0.047
H 2.274 1.474 -0.435
H 3.695 0.150 0.420
```

relative energy (zero: lowest compared OMol25 entry of this formula, charge and spin)	427.2	kJ/mol
HOMO level	-8.82	eV
orbital gap	9.78	eV

***

[2]
Here is a structure of composition C4H10NOP in a non-equilibrium geometry from the OMol25 dataset. Energies are from wB97M-V/def2-TZVPD.

```
17
C4H10NOP wB97M-V/def2-TZVPD
C 0.463 0.565 -0.526
C -1.732 1.237 -1.200
C -1.477 0.214 0.997
C 2.186 -1.823 0.360
N -0.873 0.626 -0.204
O 0.906 0.660 -1.642
P 1.739 -0.243 1.229
H -2.588 1.894 -0.670
H -1.292 1.864 -1.883
H -2.293 0.437 -1.926
H -2.214 0.854 1.477
H -1.946 -0.702 0.828
H -0.730 0.286 1.710
H 3.048 -1.623 -0.419
H 1.298 -2.299 -0.206
H 2.577 -2.572 1.173
H 2.927 0.625 0.900
```

relative energy (zero: lowest compared OMol25 entry of this formula, charge and spin)	286.1	kJ/mol
HOMO level	-8.43	eV
orbital gap	9.30	eV